Here is a molecular structure, C28H18BrIrN3O5 at a distorted geometry from the OMol25 dataset. Energies are from ωB97M-V with the def2-TZVPD basis set.

Cartesian coordinates (Å):
Ir  0.23  0.43  -0.79
O  2.44  -1.85  2.56
C  2.19  -0.99  3.57
C  2.72  -1.28  4.82
C  2.51  -0.43  5.89
C  1.75  0.72  5.73
C  1.21  1.02  4.49
C  1.41  0.17  3.40
C  0.80  0.48  2.09
O  1.03  -0.33  1.10
N  0.05  1.54  2.00
N  -0.41  1.81  0.77
C  -1.40  2.63  0.64
C  -2.01  3.01  -0.60
C  -3.18  3.79  -0.57
C  -3.85  4.13  -1.72
C  -3.38  3.67  -2.95
C  -2.24  2.91  -3.02
C  -1.50  2.59  -1.86
O  -0.34  2.01  -1.98
H  1.96  -1.50  1.77
H  3.31  -2.19  4.93
H  2.95  -0.67  6.85
H  1.59  1.38  6.57
H  0.63  1.91  4.34
H  -1.83  3.00  1.56
H  -3.55  4.12  0.39
H  -4.74  4.74  -1.67
H  -3.92  3.92  -3.86
H  -1.85  2.55  -3.96
N  6.70  1.19  -4.34
C  5.68  1.01  -3.82
C  4.44  0.80  -3.16
C  3.24  0.78  -3.86
C  2.04  0.58  -3.19
C  2.01  0.39  -1.81
C  3.23  0.40  -1.11
C  4.43  0.60  -1.77
H  3.25  0.93  -4.93
H  1.12  0.58  -3.75
H  3.24  0.26  -0.04
H  5.36  0.62  -1.22
Br  -4.35  -1.70  1.08
C  -3.46  -3.09  0.14
C  -4.06  -4.34  0.23
C  -3.51  -5.42  -0.43
C  -2.35  -5.27  -1.18
C  -1.76  -4.02  -1.26
C  -2.30  -2.91  -0.61
C  -1.51  -1.62  -0.76
O  -1.87  -0.58  -0.17
O  -0.48  -1.67  -1.49
H  -4.96  -4.46  0.82
H  -3.98  -6.39  -0.36
H  -1.91  -6.11  -1.69
H  -0.85  -3.86  -1.82

Properties
LUMO level = 2.32 eV
charge = -1
E_HOMO = -0.17903 hartree
energy relative to the best compared isomer or geometry (same formula, charge and spin) = 57.15 kcal per mole
orbital gap = 7.19 eV

=====

Here is a molecular structure, C16H15AlCl at a distorted geometry from the OMol25 dataset. Energies are from ωB97M-V with the def2-TZVPD basis set.

Cartesian coordinates (Å):
C  -0.76  2.36  0.12
C  -2.13  1.98  -0.19
C  -2.17  1.59  -1.53
H  -2.98  2.08  0.48
C  -0.86  1.59  -2.06
C  0.04  1.99  -1.07
H  1.10  2.20  -1.19
H  -0.48  3.03  0.96
H  -3.08  1.33  -2.09
H  -0.61  1.38  -3.10
Al  0.09  0.96  1.21
Cl  -0.83  0.73  3.15
C  -1.34  -1.94  0.53
C  -1.32  -2.18  -0.86
C  -2.61  -1.88  -1.38
H  -0.42  -2.43  -1.43
C  -3.43  -1.45  -0.30
C  -2.63  -1.48  0.88
H  -2.88  -1.04  1.85
H  -0.50  -2.07  1.24
H  -2.87  -1.88  -2.44
H  -4.41  -1.00  -0.35
C  4.34  -0.58  0.73
C  3.87  0.69  1.13
C  2.51  0.95  1.11
C  1.65  -0.10  0.69
C  2.07  -1.34  0.24
C  3.47  -1.58  0.28
H  5.40  -0.76  0.75
H  4.51  1.52  1.42
H  2.08  1.94  1.39
H  1.35  -2.07  -0.13
H  3.82  -2.55  -0.05

Properties
LUMO level = 2.62 eV
charge = -1
E_HOMO = -0.10233 hartree
orbital gap = 5.41 eV

=====

Here is 2 unconnected molecules or ions with the total composition C3H4N2O2 at a distorted geometry from the OMol25 dataset. Energies are from ωB97M-V with the def2-TZVPD basis set.

Cartesian coordinates (Å):
C  1.30  -0.59  -0.96
N  0.01  -0.07  -0.53
N  0.04  1.14  -0.27
C  -1.18  1.63  0.29
O  -1.68  1.18  1.29
C  -0.45  -1.50  1.79
O  -1.47  -1.99  1.88
H  1.19  -0.96  -1.98
H  2.09  0.16  -0.90
H  1.53  -1.45  -0.32
H  -1.54  2.55  -0.21

Properties
LUMO level = -0.14 eV
E_HOMO = -0.35549 hartree
energy relative to the best compared isomer or geometry (same formula, charge and spin) = 81.99 kcal per mole
orbital gap = 9.53 eV

=====

Here is a molecular structure, C7H23N3O5PSi2 at a distorted geometry from the OMol25 dataset. Energies are from ωB97M-V with the def2-TZVPD basis set.

Cartesian coordinates (Å):
C  3.73  -2.47  1.69
C  3.25  -1.91  0.19
C  1.76  -2.59  -0.06
N  1.23  -2.42  -1.47
Si  -0.24  -1.33  -1.44
N  -0.86  -1.30  -3.13
C  0.40  0.43  -1.02
O  -0.59  1.34  -0.41
C  -0.16  1.82  0.91
C  -0.77  3.37  1.05
O  -1.34  -2.03  -0.26
Si  -2.97  -1.39  -0.39
P  -4.15  -2.44  1.18
N  -3.83  -4.04  1.02
H  3.00  -1.94  2.46
H  3.47  -3.63  1.77
H  4.86  -2.24  1.88
H  4.03  -2.17  -0.65
H  3.22  -0.74  0.29
H  1.85  -3.75  0.18
H  1.06  -2.14  0.78
H  1.01  -3.32  -1.94
H  -1.71  -1.89  -3.27
H  -0.11  -1.76  -3.73
H  1.40  0.31  -0.39
H  0.75  0.92  -2.05
H  1.00  1.93  1.03
H  -0.59  1.13  1.79
H  -1.36  3.48  2.06
H  -1.47  3.55  0.11
H  0.15  4.11  0.99
H  -3.01  0.06  -0.03
H  -3.49  -1.64  -1.74
H  -3.51  -2.08  2.46
H  -5.55  -2.10  1.15
H  -3.24  -4.21  0.19
C  0.44  6.74  0.11
O  0.01  7.64  -0.66
O  1.06  5.80  -0.57
O  0.36  6.62  1.35
H  0.90  6.26  -1.42

Properties
LUMO level = 2.03 eV
charge = -1
E_HOMO = -0.15540 hartree
orbital gap = 6.26 eV

=====

no.,DFT total energy (hartree)
1,-4296.69456
2,-1321.33228
3,-376.63314
4,-1741.33668